No. 1
Formula: C8H17N2
Source: OMol25
Level of theory: the ωB97M-V functional and the def2-TZVPD basis

Relative energy (zero: lowest compared OMol25 entry of this formula, charge and spin): 77.4 kcal per mole
HOMO-LUMO gap: 0.3744 Ha
Net charge: +1
E: -11542.8367 eV
HOMO level: -13.82 eV
LUMO energy: -0.1335 Eh

Positions of all 27 atoms, in Å:
C -2.0791 -0.4498 0.0308
C -0.8320 0.7064 -1.4622
C 0.1099 -0.8804 -0.5373
C 2.5184 -0.0340 -0.5446
C 1.7364 -1.6990 1.1507
C 0.9342 0.6804 1.3086
C -2.8142 1.8631 -0.5543
C 1.2615 -0.4313 0.3381
N -1.0812 -1.3245 0.0303
N -1.9360 0.6881 -0.6206
H -3.0493 -0.6622 0.5318
H -0.3669 1.6249 -1.4366
H -0.9585 0.4812 -2.5007
H 0.5642 -1.5682 -1.3080
H 3.3974 -0.0857 0.0182
H 2.2296 0.8387 -1.0186
H 2.8332 -0.7432 -1.3460
H 1.9529 -2.5612 0.5602
H 2.4480 -1.4176 1.8207
H 0.9929 -2.1183 1.7432
H 1.7429 0.8457 1.8945
H 0.0160 0.3835 1.7237
H 0.7623 1.5824 0.8361
H -3.4910 1.4779 0.2448
H -3.6090 1.9865 -1.4007
H -2.3069 2.7701 -0.2918
H -0.9759 -1.9534 0.7899

---

No. 2
Formula: C8H17N2
Source: OMol25
Level of theory: the ωB97M-V functional and the def2-TZVPD basis

Relative energy (zero: lowest compared OMol25 entry of this formula, charge and spin): 135.7 kcal per mole
HOMO-LUMO gap (alpha / beta): 0.3173 / 0.3145 Ha
Net charge: +1
E: -11540.3099 eV
HOMO level (alpha / beta): -12.28 / -12.29 eV
LUMO energy (alpha / beta): -0.1341 / -0.1370 Eh

Positions of all 27 atoms, in Å:
C -1.4239 2.0529 -1.0313
C -1.7423 1.3398 0.0007
C -0.2524 1.7869 -1.9715
C 0.8900 0.9740 -1.3706
C 0.5870 -0.5124 -1.2860
C -0.2623 -0.9291 -0.0858
C -0.1410 0.0942 2.2628
C 1.4306 -1.7640 1.5681
N -1.0057 -2.1028 -0.0409
N 0.5907 -0.5989 1.1795
H -1.8325 2.9981 -1.3525
H -2.6069 1.2797 0.6797
H -0.6689 1.4422 -2.8985
H 0.0663 2.8532 -2.2485
H 1.7588 0.9610 -2.0690
H 1.2579 1.4431 -0.4452
H 0.1527 -0.9041 -2.2236
H 1.5515 -0.9825 -1.2197
H -0.6329 0.9965 1.8635
H -1.0403 -0.4727 2.4770
H 0.2317 0.2818 3.2741
H 2.0017 -2.1038 0.7419
H 2.0725 -1.3920 2.3586
H 0.6247 -2.3547 1.8013
H -0.7889 -2.6217 -0.8274
H -2.0085 -1.8907 0.1430
H 1.1906 0.1263 0.7203

---

No. 3
Formula: C8H17N2O
Source: OMol25
Level of theory: the ωB97M-V functional and the def2-TZVPD basis

Relative energy (zero: lowest compared OMol25 entry of this formula, charge and spin): 110.0 kcal per mole
HOMO-LUMO gap (alpha / beta): 0.3271 / 0.3272 Ha
Net charge: +1
E: -13588.2000 eV
HOMO level (alpha / beta): -12.22 / -12.22 eV
LUMO energy (alpha / beta): -0.1219 / -0.1219 Eh

Positions of all 28 atoms, in Å:
C -2.9695 0.2843 -1.0517
C -3.5222 -0.0173 0.3075
C -1.2802 -1.2315 0.3598
C 0.0815 -1.2812 -0.3354
C 0.6285 1.0632 -0.1300
C -2.0574 0.0441 0.1479
C 3.5194 0.3701 0.2672
C 2.4916 -0.4820 -0.4203
N -1.2901 1.0333 0.7498
N 1.0749 -0.2979 0.1979
O 1.4384 1.9424 0.3991
H -2.7559 -0.3236 -1.9255
H -3.0464 1.4675 -1.2761
H -4.2392 0.7213 0.7610
H -3.8370 -0.9882 0.5445
H -1.8104 -2.2524 0.0786
H -1.0790 -1.3025 1.3728
H 0.4696 -2.2190 -0.1662
H 0.0193 -1.1845 -1.3665
H 0.3910 1.3443 -1.2149
H 3.3071 1.4117 0.4182
H 3.7857 0.0576 1.2519
H 4.4482 0.1664 -0.2446
H 2.7720 -1.5428 -0.2783
H 2.3193 -0.2222 -1.4381
H -1.3022 1.9284 0.3264
H 1.1046 -0.5011 1.2460
H 1.3386 2.0116 1.4189

---

No. 4
Formula: C8H17NO
Source: OMol25
Level of theory: the ωB97M-V functional and the def2-TZVPD basis

Relative energy (zero: lowest compared OMol25 entry of this formula, charge and spin): 36.6 kcal per mole
HOMO-LUMO gap: 0.3880 Ha
E: -12108.7842 eV
HOMO level: -9.63 eV
Structure (SMILES): NC[C@@H](O)C1CCCCC1
LUMO energy: 0.0343 Eh

Positions of all 27 atoms, in Å:
N -0.7943 2.0344 0.1189
C -1.7889 1.0730 -0.4053
C -1.7451 -0.2175 0.4165
O -2.8942 -1.0484 0.0425
C -0.4333 -1.0738 0.4410
C 0.2145 -1.1730 -0.9547
C 1.2506 -0.0990 -1.3706
C 2.2774 0.0697 -0.3140
C 1.6909 0.3142 1.0819
C 0.6472 -0.6869 1.5257
H -1.1290 2.2125 1.0430
H -0.8995 2.8864 -0.3686
H -1.5593 0.8925 -1.4638
H -2.8160 1.4229 -0.3591
H -1.9799 0.0178 1.4360
H -2.7836 -1.3868 -0.8871
H -0.8600 -2.0337 0.6794
H 0.7188 -2.1592 -1.0105
H -0.6044 -1.3485 -1.6807
H 1.8768 -0.3267 -2.2625
H 0.7352 0.8422 -1.5539
H 2.9397 0.8739 -0.6283
H 2.9622 -0.8626 -0.4893
H 2.4944 0.3834 1.8183
H 1.2144 1.2854 0.9302
H 1.1316 -1.6272 1.8239
H 0.1336 -0.2650 2.3910

---

No. 5
Formula: C8H17NO9V
Source: OMol25
Level of theory: the ωB97M-V functional and the def2-TZVPD basis

Relative energy (zero: lowest compared OMol25 entry of this formula, charge and spin): 0.0 kcal per mole
<S²>: 0.76
HOMO-LUMO gap (alpha / beta): 0.3427 / 0.3807 Ha
E: -54179.6035 eV
HOMO level (alpha / beta): -8.82 / -9.85 eV
Spin multiplicity: 2
LUMO energy (alpha / beta): 0.0186 / 0.0188 Eh

Positions of all 36 atoms, in Å:
O 1.0085 -10.1645 -5.3832
V 2.0153 -11.1971 -4.9204
O 5.4473 -9.9614 -5.3909
C 4.2672 -10.4573 -5.1357
O 3.6027 -11.1792 -5.9979
O 3.6658 -10.0896 -4.0728
H 5.6722 -9.4942 -4.5407
O 0.4214 -14.5667 -6.7539
C 0.7874 -13.8223 -5.6229
O 0.3642 -14.1062 -4.4814
O 1.3926 -12.7022 -5.8363
H 0.2874 -15.4715 -6.4473
C 3.6615 -14.2208 -4.8555
O 3.4411 -13.0578 -4.0243
C 3.1434 -13.2981 -2.6325
C 2.3284 -12.1004 -2.1487
N 1.2027 -11.8129 -3.0457
C 0.3564 -10.7722 -2.3862
C -1.0939 -11.2383 -2.2608
O -1.4229 -11.5997 -3.5755
C -2.8364 -11.7039 -3.7691
H 2.8198 -14.9636 -4.8232
H 4.5216 -14.7065 -4.4467
H 3.8452 -13.8037 -5.8151
H 4.0656 -13.5023 -2.0791
H 2.4653 -14.1202 -2.5389
H 2.9218 -11.2106 -2.0792
H 2.0341 -12.3656 -1.1115
H 0.6627 -12.6160 -3.3007
H 0.3941 -10.0025 -3.1210
H 0.7713 -10.3855 -1.4360
H -1.7886 -10.4832 -1.8740
H -1.1681 -12.1212 -1.5924
H -3.2921 -12.5344 -3.2740
H -3.0107 -11.6889 -4.8309
H -3.2989 -10.7755 -3.3979

---

No. 6
Formula: C8H17O3SSi
Source: OMol25
Level of theory: the ωB97M-V functional and the def2-TZVPD basis

Relative energy (zero: lowest compared OMol25 entry of this formula, charge and spin): 0.0 kcal per mole
HOMO-LUMO gap (alpha / beta): 0.2985 / 0.2985 Ha
Net charge: -1
E: -33427.8750 eV
HOMO level (alpha / beta): -4.91 / -4.91 eV
LUMO energy (alpha / beta): 0.1181 / 0.1181 Eh

Positions of all 30 atoms, in Å:
C -1.3543 2.3123 1.5132
C -0.1086 1.9179 1.3198
C -2.1816 -1.5965 0.4118
C 1.8223 0.6630 0.3954
C 0.5733 2.2434 -1.0364
C -0.5296 0.1066 -0.3824
C -0.7743 -1.0347 0.6207
C 0.4266 1.2125 0.0971
O 1.2831 -2.5946 -0.8919
O 2.2423 -0.7314 -2.5129
O 0.2831 -1.9338 -3.3007
Si 0.5525 -2.3985 0.4678
S 1.6174 -2.0403 -2.7190
H -1.6560 2.8237 2.4153
H -2.1347 2.1352 0.7931
H 0.6305 2.1326 2.0841
H -2.3052 -1.9277 -0.6171
H -2.9381 -0.8393 0.6292
H -2.3475 -2.4543 1.0591
H 2.5121 1.4857 0.5944
H 1.8129 0.0083 1.2626
H 2.1859 0.1075 -0.4646
H 1.0708 1.7756 -1.8801
H 1.1739 3.0892 -0.7017
H -0.3984 2.6131 -1.3572
H -0.1432 -0.3007 -1.3166
H -1.4893 0.5748 -0.6195
H -0.7503 -0.6114 1.6339
H -0.5335 -4.2762 0.8864
H 1.4577 -2.4623 1.6163

---

No. 7
Formula: C8H18AuN5O4
Source: OMol25
Level of theory: the ωB97M-V functional and the def2-TZVPD basis

Relative energy (zero: lowest compared OMol25 entry of this formula, charge and spin): 0.7 kcal per mole
HOMO-LUMO gap: 0.3305 Ha
E: -27916.7496 eV
HOMO level: -8.61 eV
LUMO energy: 0.0143 Eh

Positions of all 36 atoms, in Å:
Au 9.2696 4.9777 6.4999
O 10.7475 3.7864 4.3175
N 11.5920 4.3238 5.0212
O 12.7372 4.4935 4.6537
O 11.2463 4.8996 6.1952
C 8.4262 4.0524 12.1538
N 9.7456 3.8935 11.6052
C 10.1716 4.4450 10.4379
N 11.5280 4.2001 10.1193
O 9.4980 5.0734 9.6466
H 8.0887 5.0927 12.0642
H 8.3889 3.7536 13.2096
H 7.6985 3.4870 11.6254
H 10.4894 4.0464 12.3026
H 11.8175 3.2698 10.4178
H 11.8313 4.5093 9.2395
C 6.6209 5.6559 7.8545
C 5.0595 5.5252 7.9272
N 4.5664 4.5837 6.9306
C 5.3297 3.3115 7.1469
C 6.8089 3.5291 6.8657
N 7.1425 4.9571 6.6853
C 6.4190 5.4462 5.5371
C 4.9137 4.9419 5.5703
H 7.1021 5.2769 8.7770
H 6.9085 6.7074 7.7026
H 4.4965 6.4844 7.8336
H 4.6701 5.1191 8.8354
H 4.9404 2.6250 6.4432
H 5.1939 3.0064 8.2125
H 7.0821 2.9870 5.9634
H 7.4966 3.1371 7.6565
H 6.8628 5.1283 4.6012
H 6.4551 6.5260 5.5719
H 4.8729 4.0396 4.8865
H 4.2976 5.6368 5.0158

---

No. 8
Formula: C8H18Cl2O3PSSn
Source: OMol25
Level of theory: the ωB97M-V functional and the def2-TZVPD basis

Relative energy (zero: lowest compared OMol25 entry of this formula, charge and spin): 0.0 kcal per mole
HOMO-LUMO gap (alpha / beta): 0.1443 / 0.1890 Ha
Net charge: +3
E: -65697.3850 eV
HOMO level (alpha / beta): -19.40 / -19.04 eV
LUMO energy (alpha / beta): -0.5686 / -0.5105 Eh

Positions of all 34 atoms, in Å:
C -1.5936 0.7325 -6.3635
C -1.6457 0.4896 -4.8797
H -1.4349 1.7995 -6.5107
H -2.5365 0.4422 -6.8453
H -0.7576 0.1822 -6.8139
O -1.5308 1.2573 -3.9829
Cl -1.9101 -1.2621 -4.5570
Sn -0.1818 -0.0293 -0.6832
P 2.3317 -0.4185 -0.6076
C 3.5210 0.7783 0.1054
C 2.8450 -2.0850 -0.0675
H 1.8316 -1.0710 -2.8833
H 3.5792 -0.6339 -2.6492
H 2.3136 0.6569 -2.7826
C 2.5373 -0.3607 -2.4174
H 2.1399 -2.8269 -0.4874
H 3.8700 -2.2566 -0.4440
H 4.5396 0.4913 -0.2393
H 3.4661 0.7416 1.2158
H 2.8260 -2.1327 1.0389
H 3.2707 1.8020 -0.2462
C 0.4684 1.8633 1.1286
O 0.7261 2.6581 1.9321
Cl -0.6195 -2.2648 -1.5475
C -2.8895 0.5940 2.2700
S -1.3910 -0.4423 1.9129
C -0.3837 -0.2526 3.4372
O -1.8585 -1.8496 1.7579
H -2.6555 1.5391 2.8148
H -3.5309 -0.0222 2.8811
H -3.3874 0.8171 1.2846
H -0.7905 -0.9392 4.2005
H 0.6741 -0.5230 3.2296
H -0.3881 0.7745 3.8309

---

No. 9
Formula: C8H18ClO6P
Source: OMol25
Level of theory: the ωB97M-V functional and the def2-TZVPD basis

HOMO-LUMO gap: 0.3784 Ha
E: -42686.4074 eV
HOMO level: -9.81 eV
Structure (SMILES): CCOCCOCO[P@@](=O)(O)OCCCCl
LUMO energy: 0.0180 Eh

Positions of all 34 atoms, in Å:
C -0.9948 3.0164 0.7969
C -2.2592 2.2467 1.1511
O -2.8187 1.5510 0.0536
C -2.0468 0.4920 -0.4481
C -2.2247 -0.8191 0.2893
O -1.7359 -0.8220 1.6224
C -0.3679 -0.9215 1.7237
O 0.0324 -2.2438 1.3444
P 1.5297 -2.5299 0.9163
O 2.4491 -2.8063 2.0149
O 1.3599 -3.7377 -0.1087
O 1.9612 -1.2987 0.0114
C 1.9469 -1.3957 -1.4254
C 2.2499 -0.0334 -2.0380
C 1.4773 1.1160 -1.3991
Cl 2.4476 2.6239 -1.3930
H -0.7862 3.7784 1.5416
H -0.1250 2.3534 0.7823
H -1.0665 3.4572 -0.1946
H -3.0284 2.9464 1.4726
H -2.0662 1.5847 1.9957
H -2.3853 0.3184 -1.4704
H -0.9846 0.7506 -0.5155
H -3.2859 -1.0476 0.3529
H -1.7599 -1.6142 -0.3008
H 0.1337 -0.1806 1.0986
H -0.1082 -0.7401 2.7630
H 1.6888 -4.5304 0.3282
H 0.9907 -1.7640 -1.7917
H 2.7162 -2.0963 -1.7390
H 3.3153 0.1708 -2.0246
H 1.9510 -0.1018 -3.0841
H 0.5805 1.3613 -1.9578
H 1.2141 0.9163 -0.3682

---

No. 10
Formula: C8H18FNO5S
Source: OMol25
Level of theory: the ωB97M-V functional and the def2-TZVPD basis

Relative energy (zero: lowest compared OMol25 entry of this formula, charge and spin): 22.6 kcal per mole
HOMO-LUMO gap: 0.3786 Ha
E: -33864.9836 eV
HOMO level: -9.81 eV
Structure (SMILES): CCOCCOCCOCN(C)S(=O)(=O)F
LUMO energy: 0.0183 Eh

Positions of all 34 atoms, in Å:
C 4.2642 -2.2533 -0.0466
C 3.1994 -1.4705 -0.9107
O 3.4909 -0.0886 -0.7553
C 2.3980 0.7251 -1.1270
C 1.2368 0.6988 -0.0632
O 0.3055 1.7490 -0.2797
C -0.1010 2.3750 0.9267
C -0.7571 1.4275 1.9765
O -2.1194 1.2174 1.6007
C -2.3467 -0.0961 1.1133
N -3.3479 0.0464 0.0310
C -2.7979 0.7974 -1.1253
S -3.9065 -1.4832 -0.4890
O -2.9959 -2.1021 -1.4821
O -5.2746 -1.2774 -1.0084
F -4.0266 -2.4743 0.7895
H 4.5205 -1.5863 0.8038
H 5.1330 -2.4281 -0.7046
H 3.8416 -3.1794 0.3832
H 3.3077 -1.8120 -1.9673
H 2.1810 -1.7555 -0.5767
H 2.7254 1.7858 -1.1854
H 2.0127 0.4598 -2.1393
H 0.6871 -0.2592 -0.2477
H 1.6704 0.6595 0.9552
H -0.8881 3.1066 0.6410
H 0.7030 2.9847 1.4059
H -0.7858 1.9918 2.9372
H -0.1904 0.4993 2.1815
H -1.3949 -0.4868 0.6921
H -2.7431 -0.7054 1.9525
H -1.7282 0.5331 -1.2596
H -3.3047 0.5302 -2.0749
H -2.9683 1.8708 -0.9470

---

No. 11
Formula: C8H18FeO2S7Sb
Source: OMol25
Level of theory: the ωB97M-V functional and the def2-TZVPD basis

<S²>: 0.86
HOMO-LUMO gap (alpha / beta): 0.1802 / 0.1798 Ha
Net charge: -2
E: -129456.0057 eV
HOMO level (alpha / beta): -1.15 / -1.14 eV
Spin multiplicity: 2
LUMO energy (alpha / beta): 0.1380 / 0.1380 Eh

Positions of all 37 atoms, in Å:
Fe -0.7063 0.3090 1.9214
C 0.3236 1.0341 -3.6123
C -0.5349 -0.2236 -3.4531
S -1.1275 -0.4427 -1.7507
C -0.4219 -2.0292 -1.2640
C 1.1010 -2.1213 -1.2552
S 1.8740 -1.1990 0.1021
C 2.9532 -0.0568 -0.7778
C 2.2102 1.0949 -1.4708
S 2.0894 0.8254 -3.2730
H -0.0515 1.8261 -2.9616
H 0.2640 1.4041 -4.6389
H 0.0237 -1.1078 -3.7654
H -1.4045 -0.1387 -4.1107
H -0.8260 -2.8211 -1.9026
H -0.8077 -2.1703 -0.2488
H 1.5246 -1.7663 -2.1961
H 1.3756 -3.1745 -1.1537
H 3.5829 -0.5992 -1.4882
H 3.6095 0.3453 -0.0039
H 2.7233 2.0413 -1.3005
H 1.2021 1.1794 -1.0575
S -3.0303 -0.6651 5.5860
Sb -2.2879 1.0204 4.2188
S 0.0550 0.8735 3.9387
S -2.9430 0.6455 2.0160
S -2.7954 3.1956 4.7497
C -1.0658 -2.4965 2.8646
O -0.6362 -1.5314 1.9480
H -2.0906 -2.8289 2.6451
H -1.0711 -2.1187 3.8909
H -0.3979 -3.3719 2.8168
C -0.5566 3.0523 1.0078
O -0.2011 1.7047 0.8611
H -1.0497 3.2566 1.9628
H -1.2463 3.3656 0.2086
H 0.3401 3.6892 0.9465

---

No. 12
Formula: C8H18IN2S
Source: OMol25
Level of theory: the ωB97M-V functional and the def2-TZVPD basis

Relative energy (zero: lowest compared OMol25 entry of this formula, charge and spin): 62.1 kcal per mole
HOMO-LUMO gap: 0.2738 Ha
Net charge: +1
E: -30494.7575 eV
HOMO level: -10.91 eV
LUMO energy: -0.1272 Eh

Positions of all 30 atoms, in Å:
C -0.6564 0.6681 -1.4222
C -1.1604 0.5905 0.9908
C -1.1185 -0.7869 -1.5753
C -1.5464 -0.8929 0.9137
C 1.4062 1.5189 1.7339
C -2.3425 -2.8522 -0.5548
C 3.7416 1.8144 -0.2710
C 1.0583 1.0757 0.3759
N -0.2020 0.9632 -0.0194
N -1.9300 -1.3791 -0.4935
S 2.0718 1.7991 -0.9056
I 2.1294 -1.5818 0.2924
H 0.3409 0.8472 -2.0724
H -1.4742 1.3528 -1.6243
H -1.9688 1.1895 0.7818
H -0.8499 0.6565 1.9428
H -1.5116 -0.7518 -2.6202
H -0.3318 -1.5229 -1.5045
H -0.6909 -1.4130 1.1179
H -2.2447 -1.1488 1.6971
H 2.3398 1.2983 2.0947
H 1.4645 2.5403 1.8980
H 0.8138 1.0366 2.4837
H -3.0276 -3.0315 0.1385
H -2.6128 -2.9035 -1.6152
H -1.3895 -3.3779 -0.5482
H 4.2095 2.7558 -0.0098
H 4.4387 1.3082 -1.1208
H 3.9357 1.1129 0.6109
H -2.8922 -0.8858 -0.7146

---

Copy entry 8 word for word.
Formula: C8H18Cl2O3PSSn
Source: OMol25
Level of theory: the ωB97M-V functional and the def2-TZVPD basis

Relative energy (zero: lowest compared OMol25 entry of this formula, charge and spin): 0.0 kcal per mole
HOMO-LUMO gap (alpha / beta): 0.1443 / 0.1890 Ha
Net charge: +3
E: -65697.3850 eV
HOMO level (alpha / beta): -19.40 / -19.04 eV
LUMO energy (alpha / beta): -0.5686 / -0.5105 Eh

Positions of all 34 atoms, in Å:
C -1.5936 0.7325 -6.3635
C -1.6457 0.4896 -4.8797
H -1.4349 1.7995 -6.5107
H -2.5365 0.4422 -6.8453
H -0.7576 0.1822 -6.8139
O -1.5308 1.2573 -3.9829
Cl -1.9101 -1.2621 -4.5570
Sn -0.1818 -0.0293 -0.6832
P 2.3317 -0.4185 -0.6076
C 3.5210 0.7783 0.1054
C 2.8450 -2.0850 -0.0675
H 1.8316 -1.0710 -2.8833
H 3.5792 -0.6339 -2.6492
H 2.3136 0.6569 -2.7826
C 2.5373 -0.3607 -2.4174
H 2.1399 -2.8269 -0.4874
H 3.8700 -2.2566 -0.4440
H 4.5396 0.4913 -0.2393
H 3.4661 0.7416 1.2158
H 2.8260 -2.1327 1.0389
H 3.2707 1.8020 -0.2462
C 0.4684 1.8633 1.1286
O 0.7261 2.6581 1.9321
Cl -0.6195 -2.2648 -1.5475
C -2.8895 0.5940 2.2700
S -1.3910 -0.4423 1.9129
C -0.3837 -0.2526 3.4372
O -1.8585 -1.8496 1.7579
H -2.6555 1.5391 2.8148
H -3.5309 -0.0222 2.8811
H -3.3874 0.8171 1.2846
H -0.7905 -0.9392 4.2005
H 0.6741 -0.5230 3.2296
H -0.3881 0.7745 3.8309